A molecular structure, C18H15IrN3O5Se2. Source: the OMol25 dataset; level of theory: ωB97M-V with the def2-TZVPD basis set.

XYZ file:
```
44
Properties=species:S:1:pos:R:3:forces:R:3
Ir -0.6184 -0.1460 0.7250 -0.037 0.242 0.288
O 1.5081 2.7565 -2.4047 -0.021 0.027 0.059
C 0.9568 1.7611 -1.7227 -0.046 0.150 0.087
O -0.1022 1.2517 -1.9761 0.261 -0.153 -0.271
C 1.8401 1.3182 -0.5845 0.028 0.036 -0.093
C 3.1513 1.7450 -0.4889 -0.001 -0.060 -0.051
C 3.9963 1.1797 0.4624 -0.023 -0.013 0.007
C 3.5197 0.1450 1.2440 0.026 0.006 -0.023
C 2.1923 -0.2222 1.1140 -0.029 -0.030 -0.031
N 1.3525 0.3913 0.2665 -0.022 0.010 0.151
C 1.6374 -1.4241 1.8528 -0.046 -0.083 0.061
O 2.3480 -2.1058 2.5315 0.001 0.058 0.009
O 0.3582 -1.6473 1.6223 -0.040 -0.027 0.010
H 0.9323 2.9948 -3.1497 0.013 -0.026 -0.026
H 3.5098 2.4928 -1.1797 0.002 0.018 -0.011
H 5.0195 1.5185 0.5535 0.001 -0.005 -0.010
H 4.1339 -0.3983 1.9497 -0.005 -0.003 0.002
Se -3.7935 -0.0061 -0.9070 -0.070 0.065 0.209
Se -2.8069 -1.3136 0.8076 0.019 -0.163 -0.172
C -1.8001 -2.3138 -0.5167 0.063 -0.017 0.123
C -2.0844 -3.5131 -1.1127 -0.030 0.006 0.014
C -1.1736 -3.9583 -2.0706 0.025 0.012 -0.013
C -0.0504 -3.2000 -2.3585 -0.020 -0.019 0.009
C 0.1593 -2.0045 -1.6881 -0.011 -0.001 -0.041
N -0.7203 -1.5753 -0.7866 -0.057 0.268 -0.131
C -2.9051 1.6234 -0.4650 0.125 -0.125 0.110
C -3.5753 2.7995 -0.7568 -0.009 0.057 -0.038
C -2.9562 4.0094 -0.4937 -0.051 -0.059 -0.022
C -1.6983 3.9976 0.0866 0.073 -0.028 0.015
C -1.1077 2.7850 0.3678 -0.042 0.060 -0.006
N -1.6823 1.6029 0.0857 0.071 -0.239 -0.066
H -2.9670 -4.0797 -0.8513 0.004 -0.002 0.003
H -1.3453 -4.8954 -2.5830 0.004 -0.007 0.011
H 0.6718 -3.5318 -3.0903 -0.005 0.004 -0.007
H 1.0296 -1.3889 -1.8631 -0.026 0.020 -0.019
H -4.5732 2.7619 -1.1715 -0.010 0.008 0.007
H -3.4588 4.9406 -0.7172 -0.001 -0.001 -0.002
H -1.1776 4.9118 0.3321 -0.005 0.006 0.000
H -0.1324 2.7468 0.8311 -0.014 -0.012 0.048
C -0.2565 0.4770 3.6544 -0.009 -0.105 -0.029
O -0.6751 0.8724 2.3624 -0.116 0.110 -0.140
H 0.6207 1.0851 3.9046 0.000 0.011 0.008
H -0.0194 -0.5807 3.7309 0.002 -0.032 -0.048
H -1.0557 0.7542 4.3441 0.027 0.037 0.019
```
Positions in Å, forces in eV/Å.

Computed properties:
<S²> = 0.756
spin multiplicity = 2
ΔE to the lowest compared entry with this formula, charge and spin = 4.3 kcal per mole
total charge = +2
highest occupied orbital energy (spin up / spin down) = -15.25 / -15.25 eV
energy = -167134.31276 eV
strongest force on any atom = 0.00790 hartree/bohr
LUMO energy (spin up / spin down) = -0.2615 / -0.3257 Eh
orbital gap (spin up / spin down) = 8.136 / 6.389 eV


A molecular structure, C18H15N2O2S3Ti at a distorted geometry. Source: the OMol25 dataset; level of theory: ωB97M-V with the def2-TZVPD basis set.

XYZ file:
```
41
Properties=species:S:1:pos:R:3:forces:R:3
Ti 0.5871 -0.7429 0.6976 2.132 -1.810 0.589
S 2.0504 -2.3750 -0.1733 -1.258 0.402 -0.338
C 3.4328 -1.8182 0.7141 -0.622 0.715 2.243
C 4.7360 -1.9062 0.2306 -0.029 0.289 1.037
C 5.7958 -1.3482 0.9281 -1.197 -0.115 0.093
C 5.5784 -0.7025 2.1527 0.174 -0.436 -0.707
C 4.3386 -0.7369 2.6999 -1.216 0.737 1.302
C 3.2245 -1.2793 2.0376 0.946 0.025 -1.260
S 1.6757 -1.1065 2.8052 -1.311 0.179 -1.103
H 4.8864 -2.5151 -0.6164 0.354 -0.220 -1.153
H 6.7460 -1.4576 0.4949 1.237 0.057 -0.280
H 6.3240 -0.1808 2.7091 0.747 0.019 0.026
H 4.1813 -0.2369 3.6815 0.023 -0.515 -0.776
C -5.5536 -0.5131 -4.3731 -1.201 -0.709 1.101
C -4.7275 -0.5417 -3.0961 0.026 1.043 0.285
C -5.2093 -0.6953 -1.7828 -0.629 -0.750 0.416
C -4.3327 -0.6857 -0.6743 -0.621 0.888 -1.174
C -3.0204 -0.2540 -0.8914 0.180 -0.486 0.877
C -2.5072 -0.1204 -2.1535 -0.076 0.272 -1.601
C -3.3696 -0.2559 -3.2598 0.669 -0.050 -0.014
S -1.9764 0.1552 0.4956 -1.215 0.247 -0.069
O -1.3291 -1.1189 1.0262 0.491 -0.161 -0.023
O -2.7536 0.8291 1.5085 1.075 -0.280 -1.004
N -0.6109 0.8223 -0.1797 -1.170 -0.743 0.861
C 0.2550 1.5399 0.6179 1.775 0.968 1.183
C 0.0060 2.4483 1.7075 -0.501 -2.226 -0.998
C 1.1093 2.9393 2.3785 -2.513 0.523 1.050
C 2.3428 2.5550 2.0328 3.640 -1.086 -0.309
C 2.5840 1.5701 1.0832 -1.818 1.021 -0.681
N 1.5486 1.0506 0.3504 -0.935 1.309 1.129
H -5.5182 0.4586 -4.8474 0.163 0.171 -0.101
H -6.6349 -0.7947 -4.2627 1.032 0.295 0.236
H -5.1148 -1.2620 -5.0046 0.151 -0.211 -0.691
H -6.3165 -0.8542 -1.6128 1.524 -0.004 -0.169
H -4.7056 -0.9160 0.3005 -0.160 0.164 0.476
H -1.4532 0.1108 -2.2668 -0.248 0.158 -0.271
H -3.0160 -0.0914 -4.3008 0.019 -0.198 0.991
H -1.0063 2.3315 2.1098 0.252 1.197 -0.188
H 1.0254 3.5486 3.2837 -0.378 -0.109 -0.449
H 3.1760 2.8869 2.6716 -0.257 -0.063 -0.697
H 3.5519 1.2631 0.7778 0.748 -0.504 0.162
```
Positions in Å, forces in eV/Å.

Computed properties:
total charge = +1
highest occupied orbital energy (spin up / spin down) = -11.54 / -11.54 eV
energy = -81599.73517 eV
strongest force on any atom = 0.07411 hartree/bohr
LUMO energy (spin up / spin down) = -0.1739 / -0.1737 Eh
orbital gap (spin up / spin down) = 6.813 / 6.818 eV


A molecular structure, C18H15N5O2STi at a distorted geometry. Source: the OMol25 dataset; level of theory: ωB97M-V with the def2-TZVPD basis set.

XYZ file:
```
42
Properties=species:S:1:pos:R:3:forces:R:3
Ti -0.6482 -1.2880 0.3351 0.518 -3.777 -0.358
N -4.0228 -2.1888 2.4910 -0.670 0.176 -0.054
C -2.8096 -1.6668 2.1524 1.328 0.033 -0.261
S -1.6908 -2.9252 1.8003 0.654 0.139 1.291
N -2.6553 -0.3733 2.0525 -1.563 -0.108 -0.141
N -1.3984 0.0541 1.6109 -0.740 0.472 3.801
C -0.7698 0.7314 2.5093 0.858 0.437 -0.628
C 0.6528 1.0408 2.3017 -1.309 0.599 0.301
C 1.1269 2.3235 2.6110 0.705 -0.595 -0.280
C 2.4668 2.6219 2.3924 -0.260 0.263 0.110
C 3.3083 1.6342 1.8883 -0.657 -1.025 -0.165
C 2.8088 0.3505 1.6131 1.016 0.422 -0.053
C 1.4637 -0.0081 1.8125 0.821 1.497 0.203
O 1.0051 -1.1823 1.5867 -0.383 -1.230 -0.453
H -3.9648 -3.1495 2.1711 -0.791 0.074 0.225
H -4.7262 -1.6469 2.0179 -0.702 -0.054 0.219
H -1.2395 1.0580 3.4503 -0.245 -0.247 -0.577
H 0.4431 3.0745 2.9864 -0.009 -0.023 0.046
H 2.8493 3.6128 2.6033 -0.012 -0.030 0.007
H 4.3557 1.8423 1.7030 -0.049 0.005 0.026
H 3.4822 -0.4131 1.2271 -0.071 0.095 0.091
C 3.0219 -1.9389 -1.8700 -0.203 0.192 -0.320
C 2.8298 -1.1021 -2.9591 -0.256 0.143 0.038
C 1.6523 -0.3583 -3.0546 0.094 -0.184 0.142
C 0.6831 -0.4654 -2.0536 0.645 -0.450 0.092
N 0.8775 -1.2880 -0.9877 2.547 0.960 -2.243
C 2.0238 -1.9972 -0.9172 -0.748 0.064 0.419
C -0.6026 0.2771 -2.0531 -0.627 0.288 0.057
C -0.9949 1.1704 -3.0536 -0.227 -0.015 0.165
C -2.2278 1.8183 -2.9571 0.245 -0.159 0.028
C -3.0478 1.5660 -1.8675 0.269 -0.081 -0.337
C -2.5988 0.6721 -0.9153 0.392 -0.473 0.324
N -1.4116 0.0338 -0.9868 -0.462 2.638 -2.159
H 3.9241 -2.5300 -1.7650 -0.148 0.037 0.048
H 3.5894 -1.0260 -3.7320 -0.148 0.039 0.091
H 1.5193 0.2899 -3.9121 -0.128 -0.008 0.151
H 2.1166 -2.6338 -0.0423 -0.041 0.192 -0.074
H -0.3676 1.3795 -3.9113 0.061 -0.122 0.152
H -2.5420 2.5145 -3.7295 0.107 -0.106 0.088
H -4.0107 2.0518 -1.7618 0.110 -0.107 0.056
H -3.1960 0.4339 -0.0401 0.095 0.059 -0.034
O -1.2739 -2.3714 -0.7483 -0.014 -0.031 -0.033
```
Positions in Å, forces in eV/Å.

Computed properties:
ΔE to the lowest compared entry with this formula, charge and spin = 76.1 kcal per mole
highest occupied orbital energy = -7.17 eV
energy = -64406.47020 eV
strongest force on any atom = 0.07586 hartree/bohr
LUMO energy = -0.0364 Eh
orbital gap = 6.182 eV


A molecular structure, C18H16AlF10N8O2. Source: the OMol25 dataset; level of theory: ωB97M-V with the def2-TZVPD basis set.

XYZ file:
```
55
Properties=species:S:1:pos:R:3:forces:R:3
Al 0.6270 -0.1154 0.0793 0.356 -0.659 0.027
C 3.4669 0.2307 -0.1710 -0.026 -0.034 0.009
N 2.4940 -0.8670 0.0546 0.138 0.029 -0.171
C 2.4363 -1.7918 -1.0912 -0.080 0.052 0.053
C 1.8218 -1.0995 -2.2862 -0.086 0.322 -0.070
N 0.7761 -0.1451 -1.8530 0.262 -0.066 0.066
C 0.1717 0.5369 -2.9285 -0.112 -0.136 0.006
C 0.1932 0.1584 -4.2953 -0.041 -0.127 0.100
F 0.7920 -0.9596 -4.7509 0.087 -0.122 0.311
C -0.4325 0.8684 -5.3093 0.067 -0.022 -0.081
F -0.3576 0.4028 -6.5519 -0.006 0.005 0.021
C -1.1401 2.0207 -5.0577 -0.045 0.044 -0.028
F -1.7500 2.6888 -6.0272 0.000 0.003 -0.005
C -1.1886 2.4438 -3.7499 -0.045 0.041 0.084
F -1.8401 3.5583 -3.4248 0.004 0.004 -0.007
C -0.5508 1.7280 -2.7548 0.034 0.098 0.115
F -0.6248 2.3027 -1.5359 0.066 0.019 -0.197
C 2.7867 -1.5956 1.3106 -0.051 0.027 0.077
C 2.0968 -0.8695 2.4389 -0.208 -0.046 -0.001
N 0.7314 -0.6210 1.9627 0.021 0.020 -0.607
C -0.1613 -0.1818 2.9429 -0.178 -0.102 0.122
C 0.0774 0.8810 3.8216 0.034 0.131 -0.165
F 1.2322 1.5538 3.7600 0.035 -0.062 -0.060
C -0.8666 1.3415 4.7233 0.031 0.100 0.131
F -0.5805 2.3775 5.5025 0.000 -0.009 -0.014
C -2.1200 0.7624 4.7898 -0.005 0.066 0.027
F -3.0391 1.2281 5.6247 0.008 -0.022 0.000
C -2.3948 -0.3061 3.9597 -0.053 -0.071 -0.009
F -3.5877 -0.9030 3.9959 0.029 0.010 0.021
C -1.4212 -0.7703 3.0979 0.071 -0.136 -0.126
F -1.7393 -1.8651 2.3701 0.015 0.047 -0.224
H 4.4671 -0.1773 -0.3267 0.012 -0.016 0.007
H 3.4785 0.8885 0.6969 0.009 -0.025 0.024
H 3.1722 0.8131 -1.0419 -0.005 -0.024 -0.020
H 1.7986 -2.6249 -0.7841 0.042 -0.014 0.030
H 3.4234 -2.1945 -1.3312 0.021 0.004 0.019
H 1.4230 -1.8893 -2.9154 0.004 -0.016 -0.137
H 2.5960 -0.5869 -2.8634 0.003 0.036 -0.070
H 3.8637 -1.6956 1.4569 0.013 0.034 -0.027
H 2.3525 -2.5909 1.2257 0.021 -0.020 -0.043
H 2.6386 0.0419 2.7053 0.008 0.040 0.016
H 2.0901 -1.5154 3.3207 0.033 0.035 0.038
N -1.3175 -2.0200 -0.5328 -0.108 0.062 0.115
N -2.5068 -1.2757 -0.4610 -0.011 -0.103 0.086
C -2.4638 -0.0372 0.0435 0.109 0.132 -0.114
N -3.5545 0.6669 0.2628 -0.118 0.061 0.121
N -1.2238 0.4254 0.2365 -0.034 -0.010 0.184
N -0.9086 1.6271 0.7544 0.026 0.447 0.021
O 0.3413 1.7779 0.6682 -0.429 0.167 0.389
O -1.6738 2.4203 1.2235 0.114 -0.142 -0.121
H -1.2764 -2.4732 -1.4374 0.094 0.058 -0.035
H -1.2990 -2.7038 0.2145 -0.071 -0.097 0.105
H -3.3931 -1.7545 -0.5267 -0.050 0.024 0.024
H -4.4761 0.2932 0.1061 0.019 -0.048 -0.016
H -3.4603 1.5919 0.6586 -0.025 0.010 0.000
```
Positions in Å, forces in eV/Å.

Computed properties:
total charge = +1
highest occupied orbital energy = -10.93 eV
energy = -68705.32393 eV
strongest force on any atom = 0.01458 hartree/bohr
LUMO energy = -0.1556 Eh
orbital gap = 6.693 eV